Entry 1:
{
  "formula": "C45H83ClFNO33S",
  "method": "ωB97M-V/def2-TZVPD",
  "spin_multiplicity": 1,
  "smiles": "O=C=NC(=O)O[C@@](F)(CC=O)CCCCS(=O)(=O)Cl.CCOC(=O)OC.CCOC(=O)OC.CCOC(=O)OC.CCOC(=O)OC.CCOC(=O)OC.CCOC(=O)OC.CCOC(=O)OC.CCOC(=O)OC.CCOC(=O)OC",
  "gap_ev": 10.0,
  "symbols": ["O", "C", "N", "C", "O", "O", "C", "F", "C", "C", "O", "C", "C", "C", "C", "S", "O", "O", "Cl", "H", "H", "H", "H", "H", "H", "H", "H", "H", "H", "H", "C", "C", "O", "C", "O", "O", "C", "H", "H", "H", "H", "H", "H", "H", "H", "C", "C", "O", "C", "O", "O", "C", "H", "H", "H", "H", "H", "H", "H", "H", "C", "C", "O", "C", "O", "O", "C", "H", "H", "H", "H", "H", "H", "H", "H", "C", "C", "O", "C", "O", "O", "C", "H", "H", "H", "H", "H", "H", "H", "H", "C", "C", "O", "C", "O", "O", "C", "H", "H", "H", "H", "H", "H", "H", "H", "C", "C", "O", "C", "O", "O", "C", "H", "H", "H", "H", "H", "H", "H", "H", "C", "C", "O", "C", "O", "O", "C", "H", "H", "H", "H", "H", "H", "H", "H", "C", "C", "O", "C", "O", "O", "C", "H", "H", "H", "H", "H", "H", "H", "H", "C", "C", "O", "C", "O", "O", "C", "H", "H", "H", "H", "H", "H", "H", "H"],
  "positions_angstrom": [[8.532281, -5.351357, 0.124788], [8.285096, -4.817964, -0.876441], [7.918386, -4.035350, -1.759260], [8.456458, -2.713249, -1.589359], [9.121499, -2.238617, -2.450955], [8.185884, -1.959442, -0.465136], [6.807146, -1.841040, -0.172837], [6.351223, -3.070870, 0.311764], [6.712991, -0.853102, 1.031998], [6.972684, -1.651878, 2.334205], [6.457160, -1.309541, 3.364024], [5.959554, -1.302294, -1.328711], [4.412116, -1.344563, -1.042172], [3.708182, -2.494054, -1.810389], [3.756885, -3.868351, -1.104271], [2.836130, -3.894254, 0.462646], [2.030914, -5.086652, 0.457462], [2.039685, -2.706493, 0.609319], [4.057814, -3.994367, 2.102028], [5.719675, -0.401380, 1.118237], [7.513821, -0.106029, 0.923939], [7.653195, -2.530378, 2.362895], [6.268499, -0.257620, -1.490333], [6.103409, -1.837198, -2.282253], [4.023417, -0.403898, -1.468495], [4.176324, -1.325059, 0.029473], [4.191541, -2.613669, -2.795690], [2.660747, -2.225174, -2.015365], [4.774575, -4.277339, -1.008163], [3.221849, -4.584004, -1.751921], [-0.006406, -1.979361, 2.930023], [-0.874377, -3.096498, 2.389337], [-2.217307, -3.008644, 2.893347], [-3.001594, -2.140124, 2.262124], [-2.686103, -1.456671, 1.320861], [-4.196404, -2.146472, 2.856445], [-5.125164, -1.209500, 2.309235], [-0.050083, -1.956382, 4.020990], [1.025486, -2.120286, 2.618874], [-0.344384, -1.004831, 2.574851], [-0.483958, -4.056524, 2.726198], [-0.876263, -3.112828, 1.298907], [-5.219078, -1.331953, 1.231161], [-4.818620, -0.192176, 2.551757], [-6.090925, -1.405304, 2.768759], [5.859875, 5.667068, 2.560719], [7.363961, 5.614262, 2.729843], [7.736527, 4.685148, 3.757186], [7.754868, 3.403689, 3.390914], [7.501671, 2.975204, 2.293003], [8.087860, 2.672367, 4.454902], [8.082019, 1.265301, 4.208399], [5.373623, 5.868741, 3.516635], [5.578302, 6.444769, 1.850195], [5.472260, 4.714251, 2.198891], [7.733907, 6.587726, 3.050183], [7.864197, 5.370920, 1.791816], [8.694026, 1.015877, 3.341745], [7.061766, 0.914437, 4.068735], [8.502853, 0.775982, 5.083463], [-0.102639, 6.643193, 0.090468], [0.163946, 8.062793, 0.546495], [0.155285, 8.148198, 1.977935], [1.281311, 7.760101, 2.583702], [2.282101, 7.362352, 2.045209], [1.095351, 7.869726, 3.900099], [2.201712, 7.423793, 4.687756], [-1.022761, 6.264537, 0.538383], [-0.192095, 6.598687, -0.995321], [0.702918, 5.975523, 0.397938], [-0.631200, 8.715745, 0.188338], [1.101844, 8.445313, 0.141496], [3.125875, 7.909193, 4.377938], [2.297158, 6.340340, 4.619966], [1.991938, 7.695037, 5.719733], [-2.598155, 7.815385, 9.984723], [-2.332459, 6.686061, 9.011001], [-2.856844, 6.989558, 7.712370], [-2.096226, 7.787675, 6.959430], [-1.029045, 8.250294, 7.271742], [-2.730594, 7.993790, 5.805649], [-2.051765, 8.887463, 4.918728], [-3.660412, 8.064832, 9.999771], [-2.285412, 7.536129, 10.991450], [-2.059191, 8.717652, 9.694046], [-2.845138, 5.783928, 9.343362], [-1.269185, 6.451209, 8.950495], [-1.023103, 8.574190, 4.754757], [-2.083793, 9.903018, 5.314071], [-2.575856, 8.867962, 3.966203], [-2.982200, -7.427845, -4.222752], [-2.710251, -6.017622, -3.742410], [-2.707475, -5.952079, -2.308881], [-1.579104, -6.343246, -1.710169], [-0.578610, -6.727378, -2.256489], [-1.768405, -6.246914, -0.392512], [-0.658677, -6.691148, 0.397727], [-3.899725, -7.813878, -3.774200], [-3.082257, -7.450917, -5.308227], [-2.173984, -8.102014, -3.935681], [-3.507784, -5.354635, -4.076275], [-1.774680, -5.628660, -4.146170], [0.260647, -6.195153, 0.094057], [-0.552792, -7.774086, 0.323528], [-0.870039, -6.431347, 1.432939], [-2.290506, -2.259990, -2.387979], [-3.040000, -1.145067, -1.687087], [-3.058802, 0.046824, -2.492878], [-3.970814, 0.069956, -3.461988], [-4.769997, -0.795532, -3.709413], [-3.838316, 1.222523, -4.128592], [-4.722214, 1.355234, -5.240934], [-1.293706, -1.924049, -2.681497], [-2.194969, -3.127990, -1.733628], [-2.806804, -2.569688, -3.298411], [-2.531077, -0.886306, -0.765984], [-4.053718, -1.448209, -1.423355], [-5.756127, 1.184906, -4.944837], [-4.434739, 0.664336, -6.033383], [-4.627160, 2.373757, -5.610283], [-5.226676, -6.419688, 0.614794], [-4.488753, -7.654303, 0.143427], [-5.109024, -8.848854, 0.650860], [-6.179910, -9.255333, -0.025138], [-6.640550, -8.723896, -1.002795], [-6.664693, -10.346734, 0.574407], [-7.858525, -10.855804, -0.019317], [-5.324035, -6.424131, 1.702114], [-4.695678, -5.517739, 0.308955], [-6.235632, -6.384177, 0.201352], [-3.474960, -7.643640, 0.533428], [-4.418007, -7.687590, -0.943809], [-7.729051, -11.016084, -1.088653], [-8.689447, -10.175232, 0.165797], [-8.073627, -11.810857, 0.454052], [-8.025093, -7.436315, -4.418377], [-7.721138, -8.566292, -5.378466], [-8.194455, -8.266738, -6.699937], [-7.405373, -7.472337, -7.422503], [-6.351311, -7.008099, -7.072774], [-7.995002, -7.267745, -8.603824], [-7.282210, -6.379067, -9.463824], [-9.087359, -7.186492, -4.444082], [-7.750364, -7.714416, -3.399640], [-7.476274, -6.533457, -4.689301], [-8.245108, -9.468185, -5.063695], [-6.656134, -8.800584, -5.396828], [-6.247692, -6.695706, -9.586872], [-7.325309, -5.362957, -9.072180], [-7.773588, -6.403804, -10.433598], [3.809861, 10.921696, -0.216079], [4.079280, 9.779693, -1.173670], [3.559503, 10.073711, -2.477559], [4.324620, 10.861986, -3.234485], [5.391113, 11.324592, -2.925500], [3.692521, 11.060695, -4.393867], [4.375589, 11.942131, -5.285835], [2.747736, 11.173878, -0.210043], [4.116170, 10.655498, 0.796178], [4.350380, 11.820917, -0.513570], [3.563079, 8.884611, -0.826448], [5.142132, 9.541358, -1.224566], [5.403881, 11.621679, -5.444977], [4.349691, 12.960748, -4.899444], [3.848522, 11.912579, -6.236453]],
  "forces_ev_per_a": [[0.1, -0.7, -1.3], [-0.7, 1.4, 1.6], [0.5, -0.4, 0.9], [0.7, 0.8, -1.5], [0.1, 0.0, 0.1], [-0.8, -1.3, -0.5], [-0.5, 1.6, 1.2], [-0.1, 0.1, -0.6], [0.8, -1.6, 0.1], [-0.1, 0.6, 0.1], [-0.1, 0.0, 0.1], [-0.7, -0.5, 0.0], [0.5, 0.4, -1.0], [0.1, 0.2, 0.7], [0.5, 0.1, -0.9], [-2.5, -0.4, -0.3], [1.2, -0.3, 0.2], [1.2, 0.4, -0.2], [0.1, 0.0, -0.6], [0.4, 0.0, -0.1], [-0.4, 0.0, 0.0], [-0.1, 0.3, -0.5], [0.1, -0.4, 0.1], [0.4, 0.1, 0.4], [0.0, -0.3, 0.3], [0.0, -0.2, -0.3], [-0.2, -0.1, 0.4], [0.3, -0.1, 0.2], [-0.4, 0.3, 0.4], [-0.1, 0.1, 0.7], [-0.2, 0.2, 0.2], [0.6, 0.0, -0.1], [-0.1, -0.1, -0.1], [0.1, -0.1, 0.2], [-0.1, 0.0, 0.1], [0.0, 0.0, -0.1], [-0.3, 0.2, 0.0], [0.0, -0.1, 0.0], [0.0, 0.0, 0.0], [0.0, -0.1, -0.1], [-0.2, 0.0, 0.1], [-0.1, 0.1, 0.0], [0.1, 0.1, 0.0], [0.1, 0.0, -0.1], [0.1, -0.1, 0.1], [-0.1, -0.2, 0.1], [-0.3, 0.4, -0.3], [0.2, -0.1, 0.0], [-0.1, 0.1, 0.2], [0.1, 0.0, 0.0], [0.1, 0.1, -0.1], [0.0, -0.3, 0.1], [0.1, 0.1, 0.0], [0.0, 0.0, 0.0], [0.1, 0.0, -0.1], [0.1, -0.1, 0.2], [0.0, -0.2, 0.1], [-0.1, 0.1, 0.0], [0.1, 0.0, -0.1], [0.0, 0.2, 0.1], [0.1, -0.2, 0.2], [-0.1, -0.2, -0.6], [0.2, 0.2, 0.1], [-0.2, -0.1, 0.0], [0.0, 0.1, 0.0], [0.1, 0.1, -0.1], [0.2, 0.0, 0.4], [-0.1, 0.1, -0.1], [0.0, 0.0, 0.0], [0.1, 0.1, -0.1], [0.0, 0.1, 0.3], [0.1, -0.1, 0.2], [0.0, -0.1, -0.1], [0.1, 0.0, -0.1], [-0.2, 0.1, -0.1], [0.0, 0.3, -0.1], [0.1, -0.1, 0.5], [0.1, -0.1, -0.1], [-0.2, 0.0, 0.0], [0.0, 0.0, 0.0], [0.0, -0.1, 0.0], [0.2, 0.2, -0.3], [0.0, -0.1, 0.1], [0.0, 0.0, 0.0], [0.1, -0.1, 0.0], [-0.1, 0.0, -0.2], [0.0, 0.1, -0.1], [0.0, 0.1, 0.1], [0.1, 0.0, 0.1], [-0.2, -0.2, 0.1], [0.1, -0.2, 0.2], [-0.1, -0.1, -0.6], [0.1, 0.2, 0.1], [-0.2, 0.0, 0.0], [0.0, 0.1, 0.0], [0.1, 0.1, 0.0], [0.3, -0.1, 0.2], [-0.1, 0.1, -0.1], [0.0, 0.0, 0.0], [0.1, 0.1, -0.1], [0.0, 0.0, 0.3], [0.1, -0.1, 0.2], [-0.2, -0.2, -0.1], [0.0, 0.0, -0.1], [-0.2, 0.1, -0.1], [-0.1, 0.0, -0.3], [0.3, -0.4, 0.2], [-0.2, 0.1, 0.0], [0.3, -0.1, 0.1], [-0.1, 0.0, 0.0], [-0.1, 0.0, 0.0], [-0.1, 0.1, -0.2], [0.0, 0.0, 0.1], [0.0, 0.0, 0.0], [-0.1, 0.0, 0.1], [0.0, 0.3, -0.1], [0.0, 0.1, -0.2], [0.1, -0.1, 0.0], [-0.1, -0.1, 0.1], [0.2, 0.0, 0.1], [-0.3, 0.0, 0.0], [0.2, 0.5, 0.0], [0.0, -0.2, -0.1], [0.1, 0.1, 0.2], [-0.1, -0.1, -0.1], [0.0, 0.0, -0.1], [-0.2, -0.2, 0.0], [0.1, 0.0, 0.0], [0.1, -0.1, 0.0], [0.1, 0.0, -0.1], [-0.1, -0.3, 0.1], [-0.2, -0.1, 0.0], [0.0, 0.1, 0.0], [0.0, 0.0, -0.1], [0.2, 0.1, 0.1], [0.0, 0.3, -0.1], [0.1, 0.0, 0.6], [0.1, -0.1, -0.2], [-0.2, 0.0, 0.1], [0.1, 0.0, -0.1], [0.1, -0.1, 0.0], [0.1, 0.2, -0.3], [0.0, -0.1, 0.0], [0.0, 0.0, 0.0], [0.1, -0.1, 0.0], [-0.1, 0.0, -0.3], [0.0, 0.1, -0.2], [0.0, 0.1, 0.1], [0.1, 0.0, 0.0], [-0.1, -0.1, 0.1], [0.0, 0.3, -0.1], [0.0, 0.0, 0.6], [0.0, -0.2, -0.2], [-0.2, 0.0, 0.1], [0.0, 0.0, 0.0], [0.0, -0.1, 0.0], [0.1, 0.2, -0.3], [0.0, -0.1, 0.1], [0.0, 0.0, 0.0], [0.1, -0.1, 0.0], [-0.1, 0.0, -0.3], [0.0, 0.1, -0.2], [0.0, 0.1, 0.1], [0.1, 0.0, 0.0], [-0.1, -0.1, 0.1]]
}

Entry 2:
{
  "formula": "C23H45Cl3IrN2O3PSi",
  "method": "ωB97M-V/def2-TZVPD",
  "spin_multiplicity": 5,
  "e_above_lowest_kcal_mol": 0.0,
  "gap_ev": [5.0, 5.4],
  "symbols": ["C", "C", "H", "H", "H", "C", "C", "H", "H", "H", "H", "Ir", "Cl", "Cl", "C", "O", "N", "C", "C", "H", "H", "H", "H", "H", "H", "H", "H", "H", "C", "C", "N", "H", "C", "O", "H", "H", "H", "H", "O", "C", "C", "C", "H", "C", "H", "C", "H", "C", "C", "H", "H", "H", "Si", "Cl", "C", "C", "C", "H", "H", "H", "H", "H", "H", "H", "H", "H", "C", "P", "C", "C", "H", "H", "H", "H", "H", "H", "H", "H", "H"],
  "positions_angstrom": [[4.156248, 5.350303, -4.606742], [5.296085, 4.788280, -5.405108], [4.482358, 6.226914, -4.039097], [3.776771, 4.601286, -3.900099], [3.322837, 5.669177, -5.252491], [6.415018, 5.465145, -5.702103], [6.610414, 6.913885, -5.404084], [7.253698, 4.963133, -6.195800], [6.229891, 7.178577, -4.411132], [6.090344, 7.548767, -6.134789], [7.672610, 7.177793, -5.444988], [0.016677, -0.247537, 0.197831], [-1.908807, -0.756912, -0.926194], [0.494605, 1.744713, -0.947326], [0.766868, -1.148679, -2.537206], [1.195093, -1.098032, -1.336880], [1.408724, -1.876391, -3.451084], [2.555088, -2.709784, -3.095953], [0.961512, -1.929841, -4.838865], [-0.127783, -0.611982, -2.861248], [2.601748, -2.867301, -2.014746], [3.485369, -2.236949, -3.440750], [2.450145, -3.670566, -3.611505], [0.020119, -1.375235, -4.932649], [0.814838, -2.977301, -5.142688], [1.716252, -1.484753, -5.505958], [2.108394, 4.052465, 1.955487], [3.481898, 2.700215, -0.068251], [2.378701, 3.202847, 2.599448], [3.827312, 2.184113, 0.836368], [2.737001, 2.043011, 1.793711], [1.519471, 2.928036, 3.218946], [1.983815, 0.951835, 1.831638], [2.003756, 0.051291, 0.930653], [4.203604, 1.195537, 0.560353], [1.299353, 0.880542, 2.689350], [3.221108, 3.493160, 3.242167], [4.615233, 2.778682, 1.311737], [5.549202, 2.511616, -4.729886], [5.136222, 3.332491, -5.822250], [7.191722, 2.480843, -7.102736], [5.884795, 2.975795, -7.109213], [7.685560, 2.282515, -6.144818], [7.840991, 2.252489, -8.324478], [4.063645, 3.176172, -6.015565], [5.221231, 3.203353, -8.323425], [8.851279, 1.845707, -8.311761], [7.212068, 2.539290, -9.541619], [5.897178, 3.026274, -9.531891], [4.181224, 3.546140, -8.279304], [7.733114, 2.373406, -10.493480], [5.389529, 3.257804, -10.467763], [5.038072, 1.030958, -4.134765], [-1.118690, 0.936026, 1.835931], [6.570667, 0.282368, -3.361092], [4.507710, -0.015816, -5.599021], [3.710395, 1.351776, -2.858762], [7.429829, 0.380209, -4.037243], [6.422494, -0.784062, -3.152477], [6.827554, 0.782339, -2.419730], [4.089765, 2.029595, -2.083752], [3.364358, 0.438530, -2.357937], [2.832348, 1.830231, -3.307712], [5.284233, 0.011131, -6.378409], [3.574731, 0.355412, -6.042766], [4.360053, -1.066297, -5.311601], [-2.254728, -2.400406, 2.031279], [-0.571064, -2.027840, 1.515673], [0.456761, -1.921003, 3.003833], [0.072737, -3.411822, 0.542590], [-2.632677, -1.547049, 2.603331], [-2.283917, -3.310288, 2.655526], [-2.865834, -2.547783, 1.135194], [0.306895, -2.832708, 3.585016], [1.502050, -1.859669, 2.691658], [0.188975, -1.044876, 3.605988], [-0.011588, -4.320279, 1.144103], [-0.487743, -3.519278, -0.393535], [1.127238, -3.219683, 0.322962]],
  "forces_ev_per_a": [[0.0, 0.2, 0.0], [0.5, -0.1, -0.3], [-0.2, -0.2, 0.0], [0.0, 0.1, -0.2], [0.2, -0.1, 0.2], [-0.4, -0.3, -0.1], [0.3, 0.4, 0.2], [-0.5, 0.0, 0.0], [0.1, 0.1, -0.2], [0.1, -0.1, 0.1], [-0.2, 0.0, 0.0], [-2.0, 0.6, 1.2], [-1.6, -0.6, -1.4], [0.2, 0.8, -0.7], [1.3, -0.2, 1.7], [0.0, -1.2, -3.0], [-0.2, -0.1, 0.0], [0.1, 0.1, -0.2], [0.1, 0.1, 0.0], [0.1, 0.0, 0.1], [-0.1, 0.2, -0.3], [-0.2, -0.1, 0.2], [0.0, 0.1, 0.1], [0.3, -0.2, 0.0], [-0.1, 0.3, 0.1], [-0.2, -0.1, 0.2], [0.0, -0.3, 0.1], [0.0, -0.1, 0.2], [0.2, -0.1, 0.2], [-0.2, 0.2, -0.2], [0.1, -0.2, 0.1], [0.1, 0.2, -0.1], [0.3, -0.7, -1.1], [1.6, 1.2, 2.2], [-0.1, 0.2, 0.1], [0.1, 0.1, -0.3], [-0.2, 0.0, -0.1], [-0.1, -0.2, -0.1], [0.0, 0.0, 0.1], [0.7, -0.6, -0.2], [0.5, -0.3, -0.9], [1.5, -0.6, 4.6], [-0.2, 0.1, -0.4], [1.8, -0.9, 4.9], [0.0, -0.1, -0.1], [-1.7, 0.9, -4.2], [-0.2, 0.1, 0.0], [-2.3, 1.0, -3.8], [-0.4, 0.1, 0.3], [0.4, -0.1, -0.3], [-0.3, 0.1, 0.5], [0.1, -0.1, 0.2], [0.4, 0.6, -0.3], [-0.6, 0.8, 1.2], [0.0, 0.0, 0.0], [-0.1, -0.1, 0.0], [0.0, -0.2, -0.2], [-0.2, 0.0, 0.1], [0.0, 0.1, 0.0], [0.0, -0.1, -0.1], [0.0, -0.1, -0.2], [0.0, 0.1, 0.0], [0.1, -0.1, 0.1], [-0.2, 0.0, 0.2], [0.1, -0.1, 0.0], [0.0, 0.2, -0.1], [-0.2, -0.2, 0.1], [1.5, 0.8, -1.2], [-0.2, -0.6, 0.2], [-0.2, -0.8, 0.7], [0.0, -0.1, -0.2], [0.1, 0.3, -0.2], [0.1, 0.1, 0.2], [0.1, 0.0, 0.3], [-0.1, 0.1, 0.0], [0.0, -0.2, -0.2], [0.1, -0.3, -0.3], [0.1, 0.1, 0.3], [-0.2, 0.1, 0.0]]
}